# 1
Molecular formula: C5H12NO
Method: DFT, wB97M-V/def2-TZVPD

Summary:
**Max |F|**: 4.8 eV/A
**Total energy**: -8908.606 eV
**HOMO-LUMO gap**: 10.71 eV
**SMILES string**: [NH3+]/C=C\CCCO
**Relative energy (zero: lowest compared OMol25 entry of this formula, charge and spin)**: 195.2 kJ/mol
**E_LUMO**: -0.13193 hartree
**E_HOMO**: -14.298 eV

Structure (ORCA input):
```
! RIJCOSX wB97M-V def2-TZVPD def2/J DEFGRID3
* xyz 1 1
N 0.8549 -1.7553 0.7916
C 0.4016 -1.9384 -0.5873
C 0.5160 -0.9685 -1.5110
C 0.2982 0.5183 -1.3129
C -0.9116 1.2808 -0.5935
C -0.7546 1.6181 0.9632
O -0.5530 0.5302 1.9582
H 0.1547 -1.4805 1.5095
H 1.4004 -2.5995 1.0485
H 1.5004 -0.9750 0.7882
H 0.2239 -2.9848 -0.6611
H 0.6004 -1.2637 -2.5533
H 1.2726 0.9556 -1.0247
H 0.1032 0.8849 -2.3400
H -1.0203 2.2721 -0.9915
H -1.8019 0.6301 -0.5978
H 0.0497 2.3637 1.0768
H -1.7459 2.0961 1.1606
H -0.5890 0.8158 2.8768
*
```

# 2
Molecular formula: C5H12NO
Method: DFT, wB97M-V/def2-TZVPD

Summary:
**Max |F|**: 2.1 eV/A
**Total energy**: -8909.134 eV
**HOMO-LUMO gap**: 9.50 eV
**Relative energy (zero: lowest compared OMol25 entry of this formula, charge and spin)**: 144.3 kJ/mol
**E_LUMO**: -0.17563 hartree
**E_HOMO**: -14.276 eV

Structure (ORCA input):
```
! RIJCOSX wB97M-V def2-TZVPD def2/J DEFGRID3
* xyz 1 1
C 0.6559 -1.8803 -1.4885
C 0.6048 -0.3504 -1.7262
C -0.0813 0.5806 -0.7880
C -1.2289 1.2123 -0.9509
C 1.6009 0.1806 0.9021
N 0.3849 0.4181 0.5964
H 1.6854 -2.1792 -1.3108
H 0.0344 -2.5597 -0.9035
H 0.4965 -2.2864 -2.4923
H 1.6617 -0.1062 -1.8406
H 0.2012 -0.1631 -2.7170
H -1.7732 1.0424 -1.8765
H -1.8037 1.7005 -0.1867
H 1.8302 0.1426 1.9648
H 2.3569 0.2501 0.1342
H -0.2934 0.4365 1.3761
H -2.2849 -0.3112 2.9134
H -1.1167 0.5822 3.4279
O -1.4974 0.1730 2.6426
*
```

# 3
Molecular formula: C5H12NO
Method: DFT, wB97M-V/def2-TZVPD

Summary:
**Max |F|**: 1.1 eV/A
**Total energy**: -8910.055 eV
**HOMO-LUMO gap**: 10.53 eV
**Relative energy (zero: lowest compared OMol25 entry of this formula, charge and spin)**: 55.4 kJ/mol
**E_LUMO**: -0.13975 hartree
**E_HOMO**: -14.334 eV

Structure (ORCA input):
```
! RIJCOSX wB97M-V def2-TZVPD def2/J DEFGRID3
* xyz 1 1
C -3.4647 0.1496 -0.1470
C 1.6509 1.8333 -0.2749
C 0.8338 -2.4263 -0.0824
C 0.4326 1.3092 0.4613
C 1.0839 -0.9850 -0.0720
N 0.2932 -0.1309 0.4468
O -2.2704 0.0391 -0.0763
H -3.9726 0.4631 -1.0675
H -4.1243 -0.0530 0.7089
H 1.6621 2.9173 -0.2100
H 2.5695 1.4673 0.1738
H 1.6212 1.5615 -1.3280
H 0.0780 -2.7267 0.6406
H 0.4872 -2.7206 -1.0776
H 1.7618 -2.9723 0.0835
H 0.4584 1.6259 1.5073
H -0.4875 1.7098 0.0240
H 1.9964 -0.6234 -0.5346
H -0.6094 -0.4379 0.8240
*
```

# 4
Molecular formula: C5H12NO
Method: DFT, wB97M-V/def2-TZVPD

Summary:
**Max |F|**: 1.9 eV/A
**Total energy**: -8908.987 eV
**HOMO-LUMO gap**: 11.87 eV
**Relative energy (zero: lowest compared OMol25 entry of this formula, charge and spin)**: 158.5 kJ/mol
**E_LUMO**: -0.12523 hartree
**E_HOMO**: -15.273 eV

Structure (ORCA input):
```
! RIJCOSX wB97M-V def2-TZVPD def2/J DEFGRID3
* xyz 1 1
C 0.2444 0.5950 1.7955
O -0.9405 1.2889 1.2050
C 0.1546 -0.8456 1.3357
C 0.8581 -1.2883 0.0713
C 0.5963 -0.4706 -1.2191
C -1.1204 0.7783 -2.2195
N -0.7177 0.2136 -1.1745
H 0.2022 0.6263 2.8813
H 1.0917 1.1119 1.3727
H -0.7562 2.2417 1.0577
H 0.4319 -1.4905 2.1813
H -0.8733 -1.2209 1.2994
H 0.6600 -2.3360 -0.1784
H 1.9379 -1.2960 0.2213
H 0.5307 -1.1757 -2.0254
H 1.3317 0.3374 -1.3255
H -1.9511 1.4398 -2.2659
H -0.5770 0.6660 -3.1726
H -1.1033 0.8248 0.1597
*
```

# 5
Molecular formula: C5H12NO
Method: DFT, wB97M-V/def2-TZVPD

Summary:
**Max |F|**: 4.5 eV/A
**Total energy**: -8906.893 eV
**HOMO-LUMO gap**: 9.66 eV
**SMILES string**: C=[N+](C)OCCC
**Relative energy (zero: lowest compared OMol25 entry of this formula, charge and spin)**: 360.5 kJ/mol
**E_LUMO**: -0.18915 hartree
**E_HOMO**: -14.810 eV

Structure (ORCA input):
```
! RIJCOSX wB97M-V def2-TZVPD def2/J DEFGRID3
* xyz 1 1
C 1.4622 -0.9016 2.4566
N 0.5660 -0.4727 1.6560
C -0.6929 -0.1292 2.1676
O 0.9507 -0.0604 0.3793
C 0.0323 -0.3820 -0.6983
C -0.8415 0.9260 -0.9890
C -0.0631 1.9638 -1.8289
H 2.4776 -1.1900 1.9710
H 1.0672 -1.1683 3.3788
H -0.5763 0.6796 2.8857
H -1.1806 -0.9137 2.7522
H -1.4899 0.2001 1.4565
H -0.5510 -1.3219 -0.6026
H 0.7138 -0.3604 -1.5575
H -1.7226 0.4799 -1.5111
H -1.1354 1.2677 0.0001
H -0.6158 2.3398 -2.7150
H 0.3078 2.8137 -1.2811
H 0.7448 1.5291 -2.3515
*
```

# 6
Molecular formula: C5H12NO
Method: DFT, wB97M-V/def2-TZVPD

Summary:
**Max |F|**: 3.4 eV/A
**Total energy**: -8906.895 eV
**HOMO-LUMO gap**: 5.87 eV
**Relative energy (zero: lowest compared OMol25 entry of this formula, charge and spin)**: 360.3 kJ/mol
**E_LUMO**: -0.24312 hartree
**E_HOMO**: -12.486 eV

Structure (ORCA input):
```
! RIJCOSX wB97M-V def2-TZVPD def2/J DEFGRID3
* xyz 1 1
C 3.3583 -0.1887 0.4666
C -2.3030 -0.2679 -0.4194
C -0.3280 -1.8015 0.4158
C -0.2856 1.8077 -0.2769
C -0.8871 -0.4177 -0.0121
N -0.0140 0.5041 0.0041
O 3.4720 -0.5026 -0.7228
H 2.5996 -0.6979 0.9456
H -2.7430 0.3353 0.5043
H -2.7850 -1.2867 -0.3998
H -2.3036 0.3592 -1.3639
H -0.8394 -2.1348 1.3341
H 0.7840 -1.6866 0.6185
H -0.4141 -2.6258 -0.4210
H 0.0111 2.0948 -1.3090
H -1.3406 2.0413 -0.1934
H 0.2762 2.4563 0.3666
H 4.1510 -0.1202 -1.2761
H 4.1064 0.4420 0.9559
*
```

Number 2 is which compound?
C5H12NO

Please write out number 1 again, unchanged.
Molecular formula: C5H12NO
Method: DFT, wB97M-V/def2-TZVPD

Summary:
**Max |F|**: 4.8 eV/A
**Total energy**: -8908.606 eV
**HOMO-LUMO gap**: 10.71 eV
**SMILES string**: [NH3+]/C=C\CCCO
**Relative energy (zero: lowest compared OMol25 entry of this formula, charge and spin)**: 195.2 kJ/mol
**E_LUMO**: -0.13193 hartree
**E_HOMO**: -14.298 eV

Structure (ORCA input):
```
! RIJCOSX wB97M-V def2-TZVPD def2/J DEFGRID3
* xyz 1 1
N 0.8549 -1.7553 0.7916
C 0.4016 -1.9384 -0.5873
C 0.5160 -0.9685 -1.5110
C 0.2982 0.5183 -1.3129
C -0.9116 1.2808 -0.5935
C -0.7546 1.6181 0.9632
O -0.5530 0.5302 1.9582
H 0.1547 -1.4805 1.5095
H 1.4004 -2.5995 1.0485
H 1.5004 -0.9750 0.7882
H 0.2239 -2.9848 -0.6611
H 0.6004 -1.2637 -2.5533
H 1.2726 0.9556 -1.0247
H 0.1032 0.8849 -2.3400
H -1.0203 2.2721 -0.9915
H -1.8019 0.6301 -0.5978
H 0.0497 2.3637 1.0768
H -1.7459 2.0961 1.1606
H -0.5890 0.8158 2.8768
*
```

What is the total energy in the sixth record?
-8906.895 eV

Which value of E_HOMO does entry 1 give?
-14.298 eV